{"formula": "C21H26N2O2S", "method": "wB97M-V/def2-TZVPD", "symbols": ["C", "C", "C", "O", "C", "C", "C", "C", "C", "C", "H", "H", "C", "N", "C", "O", "C", "C", "C", "C", "C", "C", "H", "H", "S", "C", "C", "N", "C", "C", "H", "H", "H", "H", "H", "H", "H", "H", "H", "H", "H", "H", "H", "H", "H", "H", "H", "H", "H", "H", "H", "H"], "positions_angstrom": [[1.57338, 5.48294, -4.25490], [0.77313, 6.22051, -3.18829], [0.84201, 5.56453, -1.80544], [0.10675, 4.35897, -1.74127], [0.67860, 3.15291, -2.00631], [2.03616, 2.89567, -2.15972], [2.47851, 1.59925, -2.36847], [1.59160, 0.53893, -2.44421], [0.23105, 0.80190, -2.30193], [-0.21971, 2.08383, -2.08434], [-1.27165, 2.29318, -1.96893], [-0.47426, -0.01443, -2.36300], [2.05886, -0.88828, -2.57026], [1.66355, -1.61478, -1.37981], [0.61408, -2.47879, -1.36653], [0.16926, -2.99400, -2.37257], [0.05865, -2.71903, -0.00376], [-0.19352, -1.62551, 0.81401], [-0.79114, -1.75134, 2.07131], [-1.08525, -3.06079, 2.49664], [-0.84629, -4.15045, 1.66879], [-0.29889, -3.99429, 0.41305], [-0.13443, -4.83925, -0.23526], [-1.10536, -5.13196, 2.03654], [-1.76674, -3.46136, 4.08000], [-1.62874, -1.84452, 4.89201], [-2.03571, -0.76402, 3.90332], [-1.04212, -0.64508, 2.86262], [-0.74598, 0.69281, 2.40509], [-1.79070, 1.26638, 1.44500], [-2.75220, 1.36242, 1.94414], [-1.47750, 2.24777, 1.09863], [-1.91564, 0.61738, 0.58219], [0.24044, 0.69663, 1.93575], [-0.68025, 1.33174, 3.29172], [-2.10551, 0.19501, 4.42252], [-3.02709, -1.00812, 3.49404], [-2.29197, -1.87303, 5.75473], [-0.59928, -1.70145, 5.22105], [0.03819, -0.64383, 0.43255], [1.96016, -1.21830, -0.50118], [3.14475, -0.93582, -2.69391], [1.57652, -1.39322, -3.41180], [3.53883, 1.41922, -2.47652], [2.76642, 3.68794, -2.11545], [1.88145, 5.42243, -1.49428], [0.35510, 6.22083, -1.07606], [-0.27555, 6.26665, -3.48773], [1.14414, 7.24300, -3.09237], [1.21564, 4.46254, -4.37097], [2.62953, 5.45380, -3.99476], [1.47307, 5.99021, -5.21155]], "forces_ev_per_a": [[-0.2, 0.1, 0.1], [0.1, -0.4, 0.2], [0.1, 0.6, -0.2], [-0.1, -0.2, -0.1], [0.0, -0.3, 0.0], [-0.1, 0.5, 0.1], [-0.2, -0.3, -0.1], [0.2, 0.0, 0.0], [0.1, 0.1, 0.0], [0.0, 0.2, 0.0], [-0.1, 0.0, 0.0], [-0.1, -0.1, 0.0], [-0.1, 0.0, -0.1], [0.3, 0.1, 0.1], [0.2, 0.0, 0.1], [-0.2, -0.1, -0.2], [-0.3, -0.1, 0.3], [0.0, 0.0, -0.1], [0.2, -0.2, -0.2], [-0.1, 0.0, 0.3], [0.0, 0.2, 0.0], [0.1, 0.1, -0.2], [0.0, -0.1, -0.1], [0.0, -0.2, 0.0], [0.0, 0.2, 0.1], [0.0, -0.3, -0.2], [-0.1, -0.1, 0.2], [0.0, 0.0, 0.3], [-0.1, 0.1, -0.2], [0.2, -0.1, 0.2], [-0.1, 0.0, 0.0], [0.0, 0.1, -0.1], [0.0, 0.0, -0.1], [0.0, 0.0, 0.1], [0.1, -0.1, -0.1], [0.0, 0.0, -0.1], [0.1, 0.1, 0.1], [0.0, 0.0, 0.0], [-0.1, 0.1, 0.1], [0.0, 0.1, 0.0], [-0.1, -0.1, 0.0], [-0.1, 0.0, -0.1], [0.2, 0.0, 0.1], [0.1, 0.0, 0.0], [0.0, 0.1, 0.0], [-0.1, 0.0, 0.0], [0.1, -0.1, -0.1], [0.0, 0.1, 0.1], [-0.1, 0.1, 0.0], [0.0, -0.1, -0.1], [0.1, 0.0, 0.0], [0.0, 0.0, -0.1]], "nbo_charge": [-0.6105, -0.4182, -0.0583, -0.5026, 0.3082, -0.3091, -0.1835, -0.0842, -0.1459, -0.2636, 0.2231, 0.2156, -0.2473, -0.6048, 0.6460, -0.6172, -0.0573, -0.2857, 0.1567, -0.2064, -0.2046, -0.2151, 0.2277, 0.2189, 0.2566, -0.5279, -0.2192, -0.4295, -0.1980, -0.6286, 0.2051, 0.2176, 0.2132, 0.2000, 0.1973, 0.2076, 0.1933, 0.2311, 0.2203, 0.2163, 0.3947, 0.1996, 0.2443, 0.2097, 0.2161, 0.1684, 0.1927, 0.2080, 0.2034, 0.2145, 0.1979, 0.2134], "orbital_gap_ev": 8.16, "lumo_energy_ev": 0.67, "e_tot_ha": -1474.01652, "molar_mass_g_mol": 370.52, "de_lowest_kj_mol": 109.4, "smiles": "CCCOc1ccc(CNC(=O)c2ccc3c(c2)N(CC)CCS3)cc1"}